Entry 1:
# C49H49BaIN5S2Si

A structure of composition C49H49BaIN5S2Si (ωB97M-V with the def2-TZVPD basis set, the OMol25 dataset).

Cartesian coordinates (Å):
Ba -0.13280 0.61600 -0.15660
C 0.71640 -1.38790 -2.12730
Si 2.40840 -1.96090 -2.57000
C 3.06740 -3.01780 -1.10170
N 2.97100 -2.30160 0.15950
C 2.81100 -3.14560 1.32970
C 4.12700 -3.74070 1.85030
C 5.11850 -2.61780 2.20450
C 4.60770 -1.25370 1.73200
C 4.05040 -1.32990 0.31140
C 3.68440 -0.61520 -3.00170
C 5.02700 -0.92720 -3.18640
C 5.95770 0.04060 -3.52170
C 5.55510 1.35410 -3.68330
C 4.22270 1.68550 -3.51130
C 3.30190 0.70570 -3.17770
C 2.54450 -3.11000 -4.12070
C 3.14920 -2.69000 -5.30480
C 3.21330 -3.50180 -6.42340
C 2.64660 -4.76430 -6.39930
C 2.01310 -5.19630 -5.24620
C 1.96160 -4.37530 -4.13340
H 0.17550 -2.21980 -1.68010
H 0.15590 -1.04400 -2.99300
H 4.08970 -3.39350 -1.27670
H 2.42470 -3.89500 -1.03390
H 2.11210 -3.94840 1.08040
H 2.34220 -2.55150 2.12130
H 4.55100 -4.37940 1.07000
H 3.92260 -4.36660 2.72320
H 6.08350 -2.82500 1.73320
H 5.28260 -2.57640 3.28420
H 5.43190 -0.53600 1.74290
H 3.84270 -0.88390 2.41550
H 4.88480 -1.57920 -0.36320
H 3.67050 -0.34200 0.01690
H 5.35010 -1.95410 -3.08610
H 6.99630 -0.22920 -3.66830
H 6.27790 2.11400 -3.95120
H 3.90090 2.70900 -3.64790
H 2.26020 0.97000 -3.06740
H 3.59570 -1.70650 -5.34710
H 3.71850 -3.15750 -7.31760
H 2.69570 -5.40500 -7.27050
H 1.57010 -6.18410 -5.21630
H 1.46120 -4.72740 -3.24190
C -1.02160 1.26040 -4.41980
N -1.11520 1.66270 -3.04710
C -1.78360 2.73220 -2.80680
C -2.21320 3.15870 -1.53380
C -3.06470 4.25330 -1.28960
C -3.37840 4.20860 0.05810
C -2.70230 3.09880 0.56830
N -2.00200 2.46520 -0.37090
C -2.23400 0.46890 -4.86470
C -2.33790 0.06140 -6.19180
C -3.43420 -0.65590 -6.62990
C -4.44090 -0.99110 -5.74050
C -4.34410 -0.59630 -4.41670
C -3.25370 0.13930 -3.98220
H -0.13790 0.62630 -4.54600
H -0.91350 2.12990 -5.09630
H -2.13160 3.36100 -3.64680
H -3.41050 4.96540 -2.02040
H -4.02600 4.87600 0.60180
H -2.70730 2.74830 1.58620
H -1.55070 0.30830 -6.88950
H -3.50230 -0.95700 -7.66880
H -5.29180 -1.56440 -6.08060
H -5.11940 -0.87300 -3.71480
H -3.18820 0.46130 -2.95260
C -2.25700 0.96430 3.87380
C -2.90020 -0.24540 3.32090
N -2.85020 -0.65340 2.10970
C -3.60090 -1.76970 1.88810
C -4.22290 -2.25620 3.00630
S -3.88960 -1.26550 4.36660
C -3.77010 -2.34320 0.56510
C -4.84450 -3.11730 0.21060
S -4.71240 -3.63050 -1.42030
C -3.18560 -2.74930 -1.52070
N -2.86460 -2.15360 -0.43460
C -2.40820 -2.79990 -2.77320
H -1.52000 1.34390 3.16870
H -1.77710 0.73890 4.82510
H -3.00800 1.73530 4.05180
H -4.84330 -3.12430 3.10670
H -5.70180 -3.38750 0.79330
H -3.06290 -2.96350 -3.62730
H -1.68010 -3.61220 -2.72930
H -1.86710 -1.86800 -2.90400
I 1.12210 -0.38150 3.82530
C 2.04230 1.53440 4.13110
C 2.81250 1.62700 5.25940
C 3.38380 2.85450 5.62030
C 3.11950 3.95600 4.86200
C 2.32280 3.86740 3.70300
C 2.02570 5.03430 2.97520
C 1.27250 4.94620 1.83950
C 0.82330 3.69860 1.37780
C 1.05200 2.49780 2.03100
C 1.78760 2.61040 3.25400
H 2.97260 0.76750 5.89530
H 3.99800 2.91830 6.50800
H 3.51200 4.92360 5.14810
H 2.39780 5.98430 3.34240
H 1.03150 5.83940 1.27290
H 0.24140 3.70500 0.46430

Calculated values
Total charge: -1
LUMO, eV: 1.903
Relative energy (zero: lowest compared OMol25 entry of this formula, charge and spin), eV: 1.612
F_max, eV/A: 1.2
HOMO level, eV: -4.2

Entry 2:
# C6H9N

A structure of composition C6H9N (ωB97M-V with the def2-TZVPD basis set, the OMol25 dataset).

Cartesian coordinates (Å):
C 1.87414 0.42574 0.08246
N 0.93945 -0.58690 -0.40585
C 0.04059 -1.13671 0.59462
C -1.02433 -0.11657 0.82274
C -0.96747 0.92868 -0.26722
C -0.28102 -0.13407 -1.13374
C -1.07970 -1.25319 -0.37330
H 1.43758 1.20138 0.73465
H 2.34860 0.92533 -0.76704
H 2.66714 -0.06840 0.65357
H 0.34352 -1.85866 1.34401
H -1.62688 -0.10385 1.72969
H -0.44172 1.85423 -0.03730
H -1.95420 1.14859 -0.70464
H -0.14958 0.00363 -2.21181
H -2.12612 -1.22924 -0.06085

Calculated values
LUMO, eV: 1.090
Relative energy (zero: lowest compared OMol25 entry of this formula, charge and spin), eV: 4.548
F_max, eV/A: 1.8
HOMO level, eV: -8.3

Entry 3:
# C45H57F5NO2

A cluster of 6 separate species, C45H57F5NO2 in total (ωB97M-V with the def2-TZVPD basis set, the OMol25 dataset).

Cartesian coordinates (Å):
C 4.58464 -0.80098 2.74568
O 4.49171 -0.38843 1.39887
C 3.21760 -0.01356 0.93193
C 3.09895 -0.29890 -0.52890
C 3.06024 -1.76833 -0.95251
C 3.12499 -2.79585 0.11667
N 1.83744 -2.94721 0.91782
C 1.39316 -4.39335 1.03093
C 0.31440 -4.60355 0.04358
C -0.14977 -3.22826 -0.43391
O -1.50587 -3.11304 -0.22545
C -2.07919 -1.84095 -0.54571
C -3.48833 -1.76667 -0.03150
C -4.38659 -1.01468 -1.00892
C -3.56623 -1.14468 1.34630
C -4.99975 -1.05799 1.80649
C -2.80366 -1.92983 2.39832
C 0.63579 -2.24974 0.44184
H 4.95827 -0.00835 3.37028
H 5.27273 -1.62268 2.80946
H 3.63038 -1.12779 3.14052
H 3.07381 1.04667 1.06779
H 2.41895 -0.48386 1.49467
H 3.89572 0.19423 -1.04259
H 2.19537 0.18782 -0.85107
H 2.22587 -1.97236 -1.59436
H 3.92478 -1.96048 -1.55794
H 3.92849 -2.63472 0.80415
H 3.30340 -3.74292 -0.34667
H 2.05610 -2.70333 1.87736
H 0.96830 -4.47787 2.01394
H 2.19071 -5.10792 1.00250
H 0.62257 -5.15239 -0.82730
H -0.51565 -5.10409 0.48966
H 0.16987 -3.04038 -1.45153
H -1.50966 -1.03463 -0.10176
H -2.06983 -1.68698 -1.61591
H -3.83963 -2.78434 0.03675
H -4.47577 0.00179 -0.66924
H -3.97018 -0.99531 -1.99663
H -5.35994 -1.45989 -1.00766
H -3.19628 -0.13667 1.30460
H -5.61314 -0.46040 1.15913
H -5.41743 -2.04420 1.92797
H -5.01929 -0.58593 2.77191
H -1.96660 -2.46411 1.98405
H -2.42522 -1.26997 3.15725
H -3.44538 -2.66173 2.85438
H 0.01287 -2.09184 1.30823
H 0.78788 -1.25943 0.06945
F 3.10423 4.37823 -2.78705
C 4.43709 4.60815 -2.67480
C 5.14222 4.97464 -3.80056
C 6.50222 5.21704 -3.67998
C 7.13135 5.08870 -2.45066
C 6.39673 4.72144 -1.33315
C 5.03514 4.48168 -1.43966
H 4.63243 5.06572 -4.75002
H 7.07094 5.50978 -4.55127
H 8.19152 5.27980 -2.36337
H 6.88234 4.62532 -0.37181
H 4.43952 4.21540 -0.58069
F -2.22998 1.37380 -0.22770
C -2.20535 2.59488 -0.83807
C -2.87938 3.62827 -0.23113
C -2.88697 4.86611 -0.84977
C -2.22340 5.05685 -2.05193
C -1.54148 3.99997 -2.64287
C -1.52958 2.74885 -2.03224
H -3.40032 3.45900 0.70137
H -3.41889 5.68683 -0.39004
H -2.24274 6.02776 -2.52719
H -1.02752 4.14227 -3.58337
H -1.01231 1.90740 -2.47472
F 1.84871 -7.33414 1.82967
C 2.25387 -7.55909 3.10913
C 1.32561 -7.99042 4.02977
C 1.74609 -8.21581 5.33140
C 3.06991 -8.00313 5.68728
C 3.98128 -7.56631 4.73797
C 3.57559 -7.34272 3.43050
H 0.29833 -8.14781 3.73012
H 1.03576 -8.56188 6.06871
H 3.39118 -8.18129 6.70350
H 5.01367 -7.40158 5.01246
H 4.27233 -7.01476 2.67012
F -7.68996 -0.33716 -0.78557
C -7.94847 -0.25419 -2.11006
C -7.93385 -1.40843 -2.86385
C -8.20107 -1.31921 -4.22121
C -8.46910 -0.08932 -4.80270
C -8.47358 1.05701 -4.02219
C -8.21483 0.98014 -2.66247
H -7.71811 -2.35724 -2.39108
H -8.20106 -2.21575 -4.82543
H -8.67571 -0.02490 -5.86169
H -8.68051 2.01802 -4.47195
H -8.22073 1.86060 -2.03440
F -0.25278 6.91105 1.82350
C 0.90722 7.02835 1.14331
C 0.95910 6.58371 -0.16106
C 2.15361 6.70927 -0.85823
C 3.26537 7.27006 -0.24449
C 3.18458 7.70474 1.07054
C 1.99659 7.58804 1.77621
H 0.07944 6.14672 -0.61652
H 2.21049 6.37330 -1.88215
H 4.19339 7.36735 -0.79167
H 4.04958 8.14027 1.55147
H 1.90872 7.92876 2.79877

Calculated values
Total charge: +1
LUMO, eV: -2.485
F_max, eV/A: 1.6
HOMO level, eV: -10.6

Entry 4:
# C11H21N5O3

The molecule C11H21N5O3 (ωB97M-V with the def2-TZVPD basis set, the OMol25 dataset).

Cartesian coordinates (Å):
H 3.22606 0.18086 2.48463
N 3.57382 0.95364 1.86819
C 4.22440 0.44559 0.88057
N 4.65876 1.29184 -0.12815
N 4.36718 -0.89819 0.59279
C 4.07051 -1.39024 -0.77243
C 2.78877 -0.84378 -1.45089
C 1.46589 -1.04817 -0.71028
C 0.51504 0.12024 -0.71866
N 1.06335 1.27861 0.02006
C -0.71801 -0.34971 0.00378
O -0.71025 -1.24058 0.81974
N -1.84636 0.46537 -0.13733
C -2.00118 1.76037 -0.82827
C -3.53416 1.96179 -0.82218
C -3.95362 1.41741 0.54133
C -3.02194 0.17976 0.69041
C -3.71438 -1.07765 0.15832
O -3.63848 -1.57818 -0.94545
O -4.45320 -1.61253 1.15635
H 4.67553 2.27299 0.12204
H 5.51418 1.00805 -0.53776
H 4.05827 -1.51491 1.32714
H 4.93214 -1.24363 -1.38941
H 4.00619 -2.58352 -0.67621
H 2.72041 -1.28406 -2.52934
H 2.79969 0.24314 -1.59416
H 1.78097 -1.30604 0.29079
H 0.88151 -1.90087 -1.15647
H 0.32450 0.46624 -1.72228
H 1.68590 1.06980 0.83166
H 1.57643 1.86800 -0.66200
H -1.60212 1.69847 -1.89849
H -1.39001 2.52707 -0.29929
H -3.78410 2.98934 -1.02140
H -3.98692 1.36402 -1.61450
H -3.72387 2.09047 1.37523
H -5.05971 1.14882 0.63854
H -2.68232 -0.01077 1.70947
H -4.98258 -2.32549 0.73749

Calculated values
LUMO, eV: 0.793
Relative energy (zero: lowest compared OMol25 entry of this formula, charge and spin), eV: 1.143
SMILES: [H]/N=C(/N)NCCC[C@H](N)C(=O)N1CCC[C@H]1C(=O)O
F_max, eV/A: 3.1
HOMO level, eV: -8.8